C64H49BrF9IO2 | ωB97M-V/def2-TZVPD

Last column: Löwdin charge in e.
Geometry (Å):
O1 0.13 1.56 6.87  -0.050
C1 1.35 1.08 6.50  -0.193
C2 1.53 -0.23 5.50  0.021
C3 2.86 -0.90 5.24  -0.476
Br1 3.11 -2.45 4.00  0.702
C4 4.17 -0.33 6.04  -0.225
O2 5.27 -1.09 6.15  -0.062
C5 4.21 1.15 6.78  -0.014
C6 5.55 1.94 7.27  -0.033
C7 5.38 3.39 8.03  -0.636
I1 7.19 4.44 8.66  0.722
C8 3.92 4.07 8.32  -0.085
C9 2.55 3.32 7.81  0.021
C10 2.72 1.86 7.04  -0.018
H1 0.61 -0.68 4.95  0.109
H2 6.59 1.43 7.07  0.110
H3 3.80 5.09 8.88  0.093
H4 1.46 3.76 7.99  0.116
F1 -0.29 -2.78 3.85  0.007
C11 -1.12 -2.21 2.96  -0.286
C12 -2.48 -2.48 3.02  0.000
C13 -3.34 -1.88 2.10  -0.077
C14 -2.83 -1.03 1.12  -0.089
C15 -1.46 -0.76 1.07  -0.075
C16 -0.60 -1.35 2.00  -0.013
H5 -2.86 -3.16 3.78  0.118
H6 -4.41 -2.09 2.14  0.092
H7 -3.50 -0.56 0.40  0.079
H8 -1.06 -0.10 0.31  0.101
H9 0.46 -1.15 1.98  0.108
F2 -5.12 0.26 -1.14  0.052
C17 -5.05 1.59 -1.13  -0.291
C18 -5.31 2.29 -2.31  -0.016
C19 -5.24 3.69 -2.30  -0.080
C20 -4.90 4.36 -1.13  -0.095
C21 -4.63 3.65 0.04  -0.080
C22 -4.71 2.26 0.04  -0.022
H10 -5.57 1.75 -3.21  0.116
H11 -5.46 4.25 -3.21  0.106
H12 -4.85 5.45 -1.13  0.102
H13 -4.36 4.18 0.95  0.106
H14 -4.51 1.69 0.94  0.103
F3 -5.84 -2.69 3.94  0.054
C23 -6.23 -1.62 4.65  -0.285
C24 -6.86 -1.81 5.88  -0.016
C25 -7.26 -0.70 6.62  -0.081
C26 -7.03 0.58 6.13  -0.096
C27 -6.40 0.76 4.90  -0.079
C28 -6.00 -0.35 4.16  -0.016
H15 -7.03 -2.82 6.24  0.116
H16 -7.74 -0.84 7.59  0.105
H17 -7.35 1.45 6.71  0.101
H18 -6.23 1.77 4.51  0.105
H19 -5.50 -0.22 3.20  0.098
F4 1.46 -7.99 8.49  0.062
C29 1.11 -6.98 7.68  -0.289
C30 -0.06 -7.07 6.93  -0.020
C31 -0.42 -6.01 6.09  -0.078
C32 0.41 -4.89 6.00  -0.090
C33 1.58 -4.81 6.74  -0.089
C34 1.94 -5.86 7.59  -0.015
H20 -0.68 -7.95 7.01  0.114
H21 -1.33 -6.07 5.51  0.103
H22 0.13 -4.07 5.34  0.071
H23 2.22 -3.94 6.66  0.078
H24 2.84 -5.81 8.19  0.116
F5 1.56 -0.03 -3.67  0.054
C35 0.83 -1.12 -3.40  -0.288
C36 -0.39 -0.98 -2.75  -0.022
C37 -1.16 -2.11 -2.48  -0.080
C38 -0.68 -3.37 -2.84  -0.091
C39 0.55 -3.51 -3.48  -0.081
C40 1.31 -2.37 -3.77  -0.018
H25 -0.74 0.01 -2.47  0.111
H26 -2.12 -2.01 -1.98  0.101
H27 -1.28 -4.26 -2.61  0.103
H28 0.92 -4.49 -3.75  0.106
H29 2.27 -2.45 -4.27  0.115
F6 -0.14 5.10 -3.83  0.066
C41 1.09 4.72 -4.20  -0.301
C42 1.87 5.58 -4.96  -0.034
C43 3.15 5.19 -5.34  -0.087
C44 3.63 3.93 -4.97  -0.096
C45 2.84 3.07 -4.22  -0.082
C46 1.56 3.47 -3.83  -0.019
H30 1.48 6.55 -5.24  0.118
H31 3.78 5.86 -5.93  0.109
H32 4.63 3.62 -5.28  0.104
H33 3.21 2.09 -3.94  0.100
H34 0.93 2.81 -3.23  0.112
F7 1.31 2.67 -11.65  0.046
C47 1.31 2.91 -10.33  -0.291
C48 1.76 1.93 -9.46  -0.015
C49 1.77 2.18 -8.08  -0.067
C50 1.32 3.41 -7.60  -0.085
C51 0.87 4.39 -8.48  -0.070
C52 0.87 4.14 -9.86  -0.021
H35 2.10 0.97 -9.85  0.116
H36 2.13 1.42 -7.39  0.106
H37 1.33 3.61 -6.53  0.067
H38 0.52 5.35 -8.10  0.105
H39 0.53 4.90 -10.56  0.117
F8 8.06 -7.43 7.45  0.060
C53 7.29 -6.36 7.22  -0.293
C54 7.59 -5.16 7.86  -0.019
C55 6.80 -4.04 7.62  -0.074
C56 5.70 -4.13 6.76  -0.098
C57 5.40 -5.34 6.13  -0.088
C58 6.20 -6.46 6.36  -0.017
H40 8.44 -5.10 8.53  0.114
H41 7.03 -3.09 8.10  0.106
H42 5.08 -3.26 6.58  0.058
H43 4.54 -5.42 5.47  0.095
H44 5.99 -7.41 5.88  0.115
F9 -3.39 2.79 -16.32  0.061
C59 -3.03 2.84 -15.03  -0.292
C60 -3.99 3.11 -14.06  -0.022
C61 -3.61 3.15 -12.72  -0.085
C62 -2.28 2.94 -12.36  -0.093
C63 -1.32 2.67 -13.34  -0.076
C64 -1.70 2.61 -14.68  -0.014
H45 -5.02 3.28 -14.36  0.114
H46 -4.36 3.36 -11.95  0.103
H47 -1.99 2.98 -11.31  0.097
H48 -0.29 2.51 -13.06  0.085
H49 -0.97 2.40 -15.46  0.115

**SMILES**: O=C1C=C(Br)C(=O)c2cc(I)ccc21.Fc1ccccc1.Fc1ccccc1.Fc1ccccc1.Fc1ccccc1.Fc1ccccc1.Fc1ccccc1.Fc1ccccc1.Fc1ccccc1.Fc1ccccc1
**Net charge**: 0
**HOMO energy**: -8.9569 eV
**Molar mass**: 1227.9 g mol⁻¹
**F_max**: 8.64 eV/A


C64H50BrCl3N5O4P2STeTi | ωB97M-V/def2-TZVPD

Last column: Löwdin charge in e.
Geometry (Å):
Ti1 -0.58 -0.28 -0.50  0.798
Br1 -2.25 -6.88 1.62  0.648
C1 -2.15 -5.03 1.16  -0.709
C2 -3.24 -4.45 0.50  -0.168
C3 -3.17 -3.11 0.18  -0.021
C4 -2.04 -2.35 0.46  -0.328
O1 -2.01 -1.05 0.21  -0.198
C5 -0.90 -2.96 1.09  -0.174
C6 0.30 -2.26 1.31  -0.136
N1 0.67 -1.11 0.69  -0.133
C7 1.74 -0.42 1.28  -0.225
C8 2.89 -0.08 0.57  -0.040
C9 3.97 0.54 1.20  -0.087
C10 3.95 0.81 2.54  -0.063
C11 2.82 0.49 3.32  -0.171
C12 2.75 0.69 4.71  -0.015
C13 1.62 0.31 5.39  -0.056
C14 0.53 -0.19 4.67  -0.132
N2 0.54 -0.35 3.36  0.119
C15 1.68 -0.09 2.69  -0.194
C16 -1.02 -4.32 1.48  -0.103
H1 -4.12 -5.04 0.27  0.082
H2 -4.01 -2.61 -0.30  0.116
H3 1.02 -2.72 1.99  0.121
H4 2.95 -0.34 -0.48  0.078
H5 4.85 0.79 0.62  0.101
H6 4.80 1.27 3.03  0.106
H7 3.59 1.14 5.22  0.112
H8 1.56 0.40 6.47  0.098
H9 -0.38 -0.47 5.17  0.109
H10 -0.20 -4.79 1.99  0.100
Te1 -3.24 4.02 0.67  1.264
C17 -2.08 5.79 0.91  -0.549
C18 -2.70 6.90 1.50  -0.158
C19 -2.00 8.09 1.60  -0.179
N3 -0.75 8.25 1.17  0.038
C20 -0.16 7.19 0.63  -0.157
C21 -0.77 5.95 0.49  -0.132
C22 -1.98 2.34 0.36  -0.961
P1 -1.02 1.47 1.62  0.962
C23 -0.02 2.83 2.38  -0.316
C24 -0.55 3.82 3.21  -0.121
C25 0.23 4.87 3.66  -0.087
C26 1.55 4.98 3.27  -0.098
C27 2.08 4.05 2.39  -0.081
C28 1.30 2.99 1.95  -0.108
C29 -2.39 1.24 2.83  -0.348
C30 -2.35 1.56 4.19  -0.122
C31 -3.50 1.45 4.97  -0.094
C32 -4.68 1.00 4.42  -0.104
C33 -4.71 0.62 3.08  -0.082
C34 -3.57 0.73 2.31  -0.119
P2 -1.17 2.06 -1.15  0.864
C35 -2.43 2.35 -2.44  -0.343
C36 -2.14 2.84 -3.71  -0.106
C37 -3.14 2.96 -4.67  -0.096
C38 -4.43 2.57 -4.38  -0.100
C39 -4.73 2.04 -3.12  -0.079
C40 -3.73 1.93 -2.17  -0.121
C41 0.16 3.25 -1.64  -0.318
C42 -0.06 4.55 -2.08  -0.135
C43 1.02 5.37 -2.39  -0.089
C44 2.32 4.90 -2.24  -0.090
C45 2.54 3.63 -1.73  -0.082
C46 1.47 2.81 -1.43  -0.106
H11 -3.72 6.83 1.87  0.081
H12 -2.46 8.96 2.05  0.094
H13 0.86 7.33 0.29  0.102
H14 -0.23 5.12 0.06  0.072
H15 -1.60 3.79 3.49  0.082
H16 -0.21 5.63 4.29  0.104
H17 2.16 5.80 3.63  0.097
H18 3.10 4.14 2.03  0.101
H19 1.72 2.27 1.25  0.073
H20 -1.43 1.90 4.64  0.088
H21 -3.45 1.72 6.02  0.096
H22 -5.58 0.95 5.02  0.094
H23 -5.63 0.24 2.65  0.100
H24 -3.58 0.42 1.27  0.083
H25 -1.12 3.13 -3.95  0.101
H26 -2.90 3.36 -5.65  0.097
H27 -5.21 2.66 -5.12  0.094
H28 -5.74 1.72 -2.90  0.101
H29 -3.95 1.49 -1.20  0.089
H30 -1.07 4.93 -2.17  0.114
H31 0.84 6.38 -2.76  0.105
H32 3.15 5.53 -2.51  0.098
H33 3.55 3.28 -1.57  0.100
H34 1.61 1.81 -1.05  0.067
Cl1 2.77 -1.28 -9.38  0.681
C47 3.14 -1.71 -7.74  -0.665
C48 2.17 -1.65 -6.76  -0.088
C49 2.50 -1.96 -5.46  -0.013
C50 3.80 -2.32 -5.09  -0.179
C51 4.14 -2.58 -3.65  -0.266
C52 3.36 -3.78 -3.05  -0.052
N4 1.98 -3.56 -2.69  -0.060
C53 0.85 -4.05 -3.33  -0.074
C54 -0.21 -3.55 -2.63  -0.105
N5 0.23 -2.76 -1.60  0.078
C55 1.54 -2.79 -1.67  -0.133
O2 3.97 -1.48 -2.73  -0.100
C56 3.80 -0.12 -3.15  -0.142
C57 4.91 0.42 -4.00  -0.313
C58 4.75 1.31 -5.03  -0.969
Cl2 3.28 2.00 -5.57  0.674
S1 6.24 1.75 -5.77  0.982
C59 7.11 0.74 -4.68  -0.413
C60 6.29 0.12 -3.80  -0.147
C61 4.74 -2.42 -6.12  -0.574
Cl3 6.36 -2.98 -5.81  0.720
C62 4.43 -2.11 -7.43  -0.132
H35 1.16 -1.35 -7.02  0.109
H36 1.74 -1.92 -4.70  0.103
H37 5.19 -2.87 -3.60  0.102
H38 3.89 -4.07 -2.14  0.135
H39 3.41 -4.60 -3.77  0.137
H40 0.92 -4.71 -4.17  0.112
H41 -1.26 -3.71 -2.80  0.114
H42 2.21 -2.30 -0.99  0.121
H43 3.78 0.43 -2.21  0.120
H44 2.84 0.03 -3.63  0.093
H45 8.18 0.68 -4.77  0.064
H46 6.63 -0.55 -3.03  0.121
H47 5.18 -2.19 -8.20  0.104
C63 -0.51 -0.23 -4.42  0.030
C64 -0.52 -0.30 -2.91  -0.718
O3 -1.60 -0.57 -2.33  -0.068
O4 0.51 -0.07 -2.22  -0.139
H48 -1.38 0.35 -4.73  0.080
H49 -0.61 -1.24 -4.82  0.084
H50 0.40 0.23 -4.79  0.068

**Net charge**: -1
**HOMO energy (spin up / spin down)**: -2.1836 / -2.4309 eV
**Molar mass**: 1408.9 g mol⁻¹
**F_max**: 1.79 eV/A


C64H68F9N2 | ωB97M-V/def2-TZVPD

Last column: Löwdin charge in e.
Geometry (Å):
C1 7.82 -4.72 -2.68  -0.099
C2 8.23 -3.25 -2.59  -0.235
C3 7.07 -2.25 -2.42  -0.216
C4 6.54 -1.65 -3.73  -0.186
C5 6.08 -2.64 -4.82  -0.130
C6 4.60 -3.06 -4.84  -0.243
C7 3.63 -1.92 -5.14  -0.062
N1 3.29 -1.06 -3.96  0.092
C8 3.29 -1.79 -2.65  -0.113
C9 3.04 -3.27 -2.82  -0.109
C10 4.18 -3.92 -3.62  -0.340
N2 3.72 -5.26 -4.05  0.061
H1 7.77 -5.07 -3.71  0.064
H2 8.59 -5.33 -2.20  0.073
H3 6.88 -4.92 -2.18  0.061
H4 8.84 -2.92 -3.43  0.113
H5 8.85 -3.14 -1.70  0.104
H6 7.48 -1.41 -1.85  0.104
H7 6.29 -2.66 -1.78  0.095
H8 5.79 -0.90 -3.48  0.073
H9 7.38 -1.10 -4.16  0.115
H10 6.28 -2.16 -5.78  0.119
H11 6.69 -3.53 -4.81  0.105
H12 4.50 -3.73 -5.70  0.140
H13 2.69 -2.36 -5.48  0.131
H14 4.00 -1.33 -5.97  0.144
H15 3.87 -0.22 -3.94  0.144
H16 2.33 -0.71 -4.11  0.159
H17 4.18 -1.58 -2.08  0.128
H18 2.48 -1.38 -2.07  0.107
H19 3.01 -3.71 -1.83  0.134
H20 2.09 -3.47 -3.32  0.124
H21 5.02 -4.04 -2.95  0.106
H22 4.07 -5.94 -3.39  0.084
H23 4.14 -5.53 -4.94  0.073
F1 -0.05 0.46 -4.00  0.031
C11 -0.34 0.78 -2.71  -0.288
C12 0.69 0.73 -1.80  -0.038
C13 0.44 1.05 -0.48  -0.071
C14 -0.84 1.41 -0.09  -0.066
C15 -1.87 1.46 -1.03  -0.055
C16 -1.62 1.15 -2.36  -0.033
H24 1.68 0.44 -2.13  0.076
H25 1.24 1.01 0.25  0.107
H26 -1.04 1.66 0.94  0.112
H27 -2.87 1.74 -0.73  0.119
H28 -2.40 1.19 -3.10  0.127
F2 3.38 3.82 0.18  0.070
C17 4.33 3.22 -0.56  -0.283
C18 4.03 2.83 -1.84  -0.023
C19 5.02 2.21 -2.61  -0.107
C20 6.28 2.00 -2.07  -0.101
C21 6.56 2.40 -0.77  -0.067
C22 5.58 3.02 -0.01  0.002
H29 3.04 3.00 -2.24  0.112
H30 4.80 1.92 -3.63  0.094
H31 7.05 1.52 -2.67  0.099
H32 7.54 2.23 -0.35  0.111
H33 5.78 3.34 1.01  0.125
F3 0.58 -1.11 1.59  0.037
C23 -0.37 -1.56 2.44  -0.285
C24 -0.56 -0.90 3.64  -0.007
C25 -1.54 -1.36 4.51  -0.087
C26 -2.31 -2.48 4.17  -0.095
C27 -2.10 -3.12 2.96  -0.090
C28 -1.13 -2.66 2.08  -0.025
H34 0.05 -0.04 3.89  0.122
H35 -1.71 -0.86 5.46  0.081
H36 -3.07 -2.84 4.85  0.111
H37 -2.69 -3.99 2.70  0.111
H38 -0.95 -3.14 1.13  0.116
F4 -3.60 -2.51 -9.15  0.073
C29 -2.67 -2.44 -8.19  -0.282
C30 -2.58 -1.29 -7.43  -0.006
C31 -1.62 -1.21 -6.43  -0.083
C32 -0.76 -2.28 -6.22  -0.112
C33 -0.87 -3.43 -6.99  -0.087
C34 -1.83 -3.51 -7.99  -0.011
H39 -3.26 -0.46 -7.62  0.122
H40 -1.55 -0.32 -5.82  0.088
H41 -0.02 -2.22 -5.43  0.075
H42 -0.20 -4.26 -6.82  0.103
H43 -1.93 -4.40 -8.60  0.121
F5 -3.17 4.04 -3.69  0.038
C35 -2.31 4.91 -3.11  -0.275
C36 -2.68 6.23 -2.97  -0.021
C37 -1.79 7.11 -2.37  -0.070
C38 -0.55 6.67 -1.94  -0.087
C39 -0.20 5.34 -2.09  -0.075
C40 -1.08 4.45 -2.68  -0.017
H44 -3.65 6.56 -3.32  0.120
H45 -2.07 8.15 -2.25  0.111
H46 0.14 7.36 -1.48  0.103
H47 0.77 4.99 -1.75  0.096
H48 -0.84 3.40 -2.81  0.086
F6 -4.90 6.25 -0.85  0.052
C41 -6.08 5.70 -1.20  -0.284
C42 -7.24 6.23 -0.66  -0.016
C43 -8.46 5.67 -1.02  -0.080
C44 -8.50 4.60 -1.90  -0.095
C45 -7.33 4.09 -2.43  -0.080
C46 -6.10 4.64 -2.09  -0.018
H49 -7.18 7.06 0.03  0.118
H50 -9.37 6.07 -0.61  0.106
H51 -9.45 4.16 -2.18  0.102
H52 -7.36 3.25 -3.12  0.105
H53 -5.18 4.26 -2.49  0.094
F7 -2.23 0.15 7.02  0.020
C47 -2.50 1.24 7.78  -0.293
C48 -2.97 1.05 9.07  -0.028
C49 -3.25 2.17 9.85  -0.074
C50 -3.07 3.44 9.33  -0.087
C51 -2.60 3.61 8.04  -0.075
C52 -2.31 2.50 7.25  -0.013
H54 -3.12 0.05 9.45  0.123
H55 -3.62 2.03 10.86  0.109
H56 -3.29 4.31 9.94  0.104
H57 -2.46 4.60 7.63  0.107
H58 -1.93 2.60 6.25  0.117
F8 1.54 -2.87 8.44  0.061
C53 1.49 -3.66 7.35  -0.283
C54 0.60 -3.35 6.34  -0.005
C55 0.56 -4.16 5.21  -0.069
C56 1.38 -5.28 5.13  -0.093
C57 2.26 -5.58 6.16  -0.085
C58 2.32 -4.76 7.28  -0.018
H59 -0.04 -2.49 6.43  0.102
H60 -0.13 -3.93 4.41  0.075
H61 1.34 -5.91 4.25  0.099
H62 2.90 -6.44 6.09  0.104
H63 3.00 -4.97 8.09  0.118
F9 -8.91 1.54 7.74  0.061
C59 -7.94 0.95 7.02  -0.286
C60 -8.21 0.57 5.72  -0.017
C61 -7.21 -0.04 4.98  -0.083
C62 -5.96 -0.27 5.54  -0.090
C63 -5.71 0.12 6.85  -0.076
C64 -6.70 0.74 7.60  -0.007
H64 -9.19 0.75 5.31  0.118
H65 -7.41 -0.34 3.96  0.104
H66 -5.19 -0.75 4.96  0.091
H67 -4.74 -0.06 7.29  0.077
H68 -6.52 1.05 8.62  0.117

**Net charge**: +1
**HOMO energy**: -10.3277 eV
**Molar mass**: 1036.2 g mol⁻¹
**F_max**: 1.33 eV/A


| no. | DFT total energy (eV) |
| --- | --- |
| 1 | -173846.0030 |
| 2 | -250254.5805 |
| 3 | -94902.3849 |